A single C18H24O5 molecule in a non-equilibrium geometry, computed with wB97M-V/def2-TZVPD.

```
47
Properties=species:S:1:pos:R:3:forces:R:3
C 2.87881 3.26393 3.90160 -0.02 0.07 -0.03
C 1.94880 2.41738 3.08940 -0.09 -0.11 -0.05
C 0.63303 2.21824 3.48994 0.07 0.01 -0.02
C -0.23203 1.45652 2.72865 0.02 -0.04 -0.16
C 0.19222 0.87000 1.54435 0.04 -0.09 -0.18
C -0.74739 0.04755 0.72188 0.64 0.00 -0.75
C -1.02073 0.63008 -0.66291 -0.06 0.43 0.44
O -1.66397 -0.31538 -1.50352 0.25 -0.25 0.07
C -2.93397 -0.06815 -1.86396 -0.36 -0.03 -0.10
O -3.51934 0.94410 -1.58986 -0.04 0.04 0.01
C -3.53712 -1.22109 -2.64859 0.02 0.03 -0.15
C -2.48953 -2.15945 -3.23938 -0.15 0.00 0.18
C -4.46781 -0.66482 -3.72611 -0.01 0.00 0.29
C -0.84763 -1.39767 0.96279 0.67 -0.52 -0.21
O -1.84730 -0.51049 1.38189 -1.15 0.47 0.44
C 1.51339 1.06206 1.14844 -0.18 0.04 0.44
O 1.98234 0.50335 -0.04629 -0.16 0.65 0.14
C 2.25601 -0.81466 -0.06425 0.25 -0.45 -0.14
O 2.18034 -1.52630 0.89903 0.03 0.06 -0.05
C 2.64465 -1.26143 -1.45875 0.02 -0.17 0.05
C 1.48413 -2.08739 -2.02138 0.11 0.17 0.04
C 3.92512 -2.09083 -1.39181 -0.13 0.16 0.05
C 2.38040 1.82515 1.90996 -0.09 -0.13 -0.21
H 2.74868 4.31368 3.63734 0.06 0.08 0.04
H 2.66959 3.15775 4.96323 0.04 0.02 0.08
H 3.91484 2.99387 3.71513 0.09 0.01 0.04
H 0.28321 2.66398 4.40916 -0.03 0.05 0.11
H -1.25232 1.29563 3.04141 -0.09 -0.02 0.04
H -1.66395 1.51235 -0.55831 0.20 -0.13 -0.01
H -0.07890 0.91462 -1.13969 -0.17 -0.05 0.08
H -4.14262 -1.77512 -1.91953 0.06 0.07 -0.01
H -2.98319 -2.95049 -3.79928 -0.03 -0.07 -0.06
H -1.83082 -1.61853 -3.91465 0.09 0.02 -0.09
H -1.88496 -2.61447 -2.45990 0.09 -0.07 0.00
H -5.15328 0.05604 -3.28908 -0.07 0.04 -0.05
H -5.04058 -1.46810 -4.18213 -0.03 -0.07 -0.07
H -3.89053 -0.16504 -4.50089 0.04 0.06 -0.11
H -0.24440 -1.83902 1.74712 0.02 0.05 0.03
H -1.11311 -2.05479 0.14361 -0.06 -0.02 -0.05
H 2.79821 -0.37208 -2.07594 -0.03 -0.07 0.08
H 1.30436 -2.94880 -1.38221 -0.03 -0.11 0.04
H 0.57372 -1.49552 -2.07360 -0.16 0.01 -0.05
H 1.73011 -2.43793 -3.02095 -0.01 -0.04 -0.09
H 4.16621 -2.48845 -2.37443 0.03 -0.03 -0.09
H 4.75936 -1.48436 -1.04698 0.13 0.00 0.03
H 3.78994 -2.91742 -0.69875 0.02 -0.09 0.04
H 3.39928 1.94675 1.57406 0.13 0.00 -0.04
```
Positions in Å, forces in eV/Å.

Its SMILES is Cc1ccc([C@@]2(COC(=O)C(C)C)CO2)c(OC(=O)C(C)C)c1. The HOMO energy comes out at -9.10 eV. The value obtained for the frontier orbital gap is 9.87 eV. As for the electronic energy: -1076.4987 Ha. For the energy above the lowest of the compared OMol25 structures with the same formula, charge and spin, the calculation gives 5.5 kJ/mol. The calculation puts the LUMO energy at 0.0285 Eh. Its multiplicity is 1. Its total charge is 0.